1.
{
  "formula": "C9H12BN",
  "method": "the ωB97M-V functional and the def2-TZVPD basis",
  "molar_mass_g_mol": 145.01,
  "multiplicity": 1,
  "fmax_ev_per_a": 5.229,
  "smiles": "CB1CCc2cccc(N)c21",
  "gap_ev": 8.31,
  "e_above_lowest_kj_mol": 228.1,
  "symbols": ["C", "B", "C", "C", "C", "C", "C", "C", "C", "N", "C", "H", "H", "H", "H", "H", "H", "H", "H", "H", "H", "H", "H"],
  "coordinates": [[-2.331, -0.940, 1.182], [-1.100, -0.955, 0.228], [-0.253, -2.119, -0.399], [0.914, -1.487, -1.087], [1.275, -0.168, -0.540], [2.478, 0.479, -0.811], [2.659, 1.826, -0.427], [1.657, 2.519, 0.184], [0.367, 1.853, 0.357], [-0.705, 2.574, 0.929], [0.229, 0.520, 0.022], [-2.022, -0.265, 1.998], [-2.729, -1.869, 1.519], [-3.068, -0.436, 0.570], [0.096, -2.686, 0.343], [-0.933, -2.795, -0.978], [0.563, -1.409, -2.043], [1.891, -2.002, -1.173], [3.301, 0.008, -1.220], [3.525, 2.323, -0.673], [1.746, 3.459, 0.520], [-0.357, 3.424, 1.381], [-1.571, 2.738, 0.417]],
  "forces_ev_per_a": [[1.193, 1.146, -0.747], [2.875, 2.071, 0.768], [-2.431, 1.762, -1.933], [2.274, -1.153, 0.584], [0.357, 1.227, -0.972], [-1.153, 1.406, 1.347], [-1.660, -1.842, 0.076], [-3.031, -4.214, -0.630], [0.876, 1.018, 0.146], [0.388, 0.726, 0.761], [-3.119, -2.113, 0.608], [-0.503, -0.230, -0.146], [-0.138, -0.723, 0.240], [-0.678, 0.416, 0.123], [1.062, -2.418, 3.495], [0.804, 0.487, -0.029], [-0.337, 0.827, -2.984], [-0.759, -0.777, 0.166], [1.411, -1.198, -1.047], [2.082, 0.877, -0.338], [0.420, 3.398, 0.930], [-0.562, -0.354, -0.438], [0.627, -0.340, 0.018]]
}

=====

2.
{
  "formula": "C35H42AsBFeN11OS3Se2",
  "method": "the ωB97M-V functional and the def2-TZVPD basis",
  "molar_mass_g_mol": 1028.50,
  "multiplicity": 5,
  "fmax_ev_per_a": 0.897,
  "total_charge": 1,
  "gap_ev": [5.66, 5.71],
  "e_above_lowest_kj_mol": 419.7,
  "symbols": ["Fe", "C", "N", "C", "C", "N", "B", "N", "C", "C", "N", "C", "C", "S", "C", "S", "H", "H", "H", "H", "H", "H", "H", "H", "H", "H", "H", "H", "Se", "N", "C", "C", "C", "C", "C", "N", "C", "C", "N", "C", "C", "C", "C", "C", "N", "H", "H", "H", "H", "H", "H", "Se", "N", "C", "C", "C", "C", "C", "C", "N", "H", "H", "H", "H", "C", "As", "C", "C", "S", "H", "H", "H", "H", "H", "H", "H", "H", "H", "O", "C", "C", "C", "C", "C", "C", "N", "H", "H", "H", "H", "H", "H", "H", "H", "H", "H", "H"],
  "coordinates": [[0.119, -0.789, 0.206], [3.052, 0.727, -2.035], [1.897, 1.281, -2.731], [1.636, 2.619, -2.889], [0.395, 2.717, -3.429], [-0.097, 1.447, -3.593], [-1.550, 1.055, -4.065], [-2.286, 0.326, -2.854], [-2.911, -0.892, -2.984], [-3.585, -1.154, -1.839], [-3.360, -0.086, -1.001], [-3.960, 0.112, 0.315], [-2.573, 0.808, -1.641], [-1.929, 2.240, -0.872], [0.822, 0.587, -3.139], [0.762, -1.133, -3.395], [3.898, 1.397, -2.162], [3.289, -0.254, -2.444], [2.825, 0.628, -0.973], [2.339, 3.381, -2.592], [-0.181, 3.585, -3.703], [-1.491, 0.240, -4.945], [-2.136, 2.069, -4.355], [-2.815, -1.477, -3.886], [-4.187, -2.002, -1.549], [-4.471, -0.804, 0.595], [-4.675, 0.929, 0.285], [-3.188, 0.346, 1.044], [4.813, -2.582, 6.260], [4.784, -3.087, 4.565], [3.833, -2.402, 3.996], [3.492, -2.525, 2.579], [4.192, -3.363, 1.706], [3.830, -3.388, 0.383], [2.772, -2.586, -0.037], [2.086, -1.798, 0.783], [2.447, -1.759, 2.079], [1.686, -0.859, 2.952], [0.663, -0.218, 2.382], [-0.054, 0.626, 3.110], [0.222, 0.879, 4.453], [1.266, 0.211, 5.051], [2.014, -0.690, 4.294], [3.109, -1.483, 4.845], [3.478, -1.433, 6.093], [5.007, -3.965, 2.091], [4.352, -4.003, -0.341], [2.488, -2.566, -1.079], [-0.861, 1.134, 2.601], [-0.381, 1.593, 4.998], [1.520, 0.361, 6.095], [3.224, -2.758, -3.737], [0.384, -1.773, -1.882], [0.330, -3.141, -1.823], [-0.562, -3.672, -0.842], [-0.866, -4.999, -0.739], [-0.317, -5.928, -1.647], [0.543, -5.478, -2.601], [0.975, -4.114, -2.691], [1.977, -3.960, -3.598], [-1.077, -2.948, -0.232], [-1.575, -5.338, 0.013], [-0.585, -6.976, -1.589], [0.995, -6.160, -3.311], [-3.058, 3.945, 3.957], [-1.417, 4.156, 2.899], [-1.969, 5.787, 1.969], [-0.342, 5.050, 4.273], [-0.192, 1.459, -0.033], [-3.289, 4.863, 4.501], [-2.963, 3.126, 4.671], [-3.888, 3.720, 3.285], [-2.343, 6.522, 2.681], [-2.750, 5.561, 1.243], [-1.116, 6.210, 1.438], [-0.906, 5.862, 4.734], [0.551, 5.463, 3.806], [-0.030, 4.350, 5.048], [-1.591, -1.580, 1.398], [-1.825, -2.611, 2.029], [-0.776, -3.484, 2.640], [-0.654, -2.986, 4.109], [-1.952, -2.885, 4.934], [-2.878, -1.705, 4.564], [-3.750, -1.940, 3.309], [-3.105, -2.922, 2.406], [0.176, -3.391, 2.123], [-1.087, -4.531, 2.618], [-0.197, -1.993, 4.096], [0.041, -3.654, 4.621], [-1.648, -2.743, 5.971], [-2.502, -3.834, 4.912], [-2.254, -0.817, 4.412], [-3.534, -1.489, 5.409], [-3.896, -1.008, 2.771], [-4.726, -2.336, 3.573], [-3.154, -3.848, 2.798]],
  "forces_ev_per_a": [[0.286, -0.575, -0.288], [-0.068, 0.010, -0.043], [0.225, 0.171, 0.182], [0.089, -0.106, 0.148], [-0.178, -0.195, -0.127], [-0.136, 0.000, 0.284], [0.032, -0.007, -0.035], [-0.198, 0.108, -0.108], [0.242, 0.108, -0.205], [0.009, 0.023, 0.242], [-0.159, 0.087, 0.009], [0.066, 0.062, -0.106], [0.080, -0.396, -0.007], [-0.179, -0.226, -0.268], [-0.063, 0.142, -0.083], [-0.190, -0.066, -0.143], [-0.010, 0.012, -0.042], [-0.046, -0.035, -0.053], [-0.039, 0.053, 0.032], [-0.052, -0.109, -0.030], [0.029, -0.097, 0.002], [-0.034, 0.123, 0.020], [0.104, -0.115, 0.104], [-0.003, 0.119, 0.115], [0.062, 0.155, -0.008], [0.044, -0.065, -0.013], [-0.071, 0.057, -0.078], [0.046, -0.048, -0.039], [0.436, -0.217, 0.604], [0.010, 0.008, -0.007], [-0.313, 0.178, -0.250], [0.111, 0.022, 0.110], [0.072, -0.061, 0.150], [0.074, -0.015, -0.086], [0.057, 0.038, -0.099], [-0.300, -0.035, -0.156], [-0.008, -0.005, 0.039], [0.044, 0.062, -0.129], [-0.073, 0.101, -0.138], [0.027, -0.033, 0.095], [-0.057, 0.022, -0.075], [0.082, -0.029, 0.163], [0.183, -0.046, 0.104], [-0.169, 0.022, -0.417], [0.000, 0.025, 0.014], [-0.040, 0.034, -0.021], [-0.072, 0.055, 0.044], [0.069, 0.010, 0.037], [-0.012, 0.041, -0.049], [0.020, -0.031, -0.010], [-0.019, -0.003, -0.056], [0.003, -0.017, 0.398], [-0.052, 0.216, 0.869], [-0.121, -0.269, -0.439], [0.267, 0.041, -0.135], [0.001, -0.027, 0.031], [-0.029, -0.083, 0.038], [0.024, 0.067, 0.009], [0.072, 0.399, 0.144], [-0.274, -0.307, -0.164], [-0.075, -0.015, -0.025], [0.054, 0.077, -0.084], [0.034, 0.077, -0.017], [-0.026, 0.078, -0.004], [-0.064, 0.067, 0.046], [-0.063, -0.018, 0.029], [0.002, 0.046, -0.029], [0.017, 0.071, 0.023], [0.186, 0.460, 0.033], [0.012, -0.046, -0.022], [0.027, 0.005, -0.010], [0.008, -0.017, 0.005], [0.002, -0.017, -0.011], [0.015, -0.027, 0.003], [-0.005, -0.011, -0.007], [0.006, -0.031, -0.003], [0.021, -0.010, 0.015], [-0.015, -0.021, -0.019], [0.145, 0.091, -0.095], [-0.100, 0.027, 0.123], [0.008, 0.068, 0.083], [-0.109, -0.009, -0.043], [-0.040, 0.067, -0.118], [0.034, -0.123, -0.100], [0.262, -0.027, 0.029], [-0.134, 0.229, -0.010], [0.029, -0.026, -0.062], [0.018, -0.005, 0.011], [-0.049, -0.147, 0.030], [0.014, 0.003, -0.015], [-0.004, -0.030, 0.030], [0.033, 0.050, 0.036], [-0.039, -0.062, 0.023], [0.015, 0.041, -0.030], [-0.064, -0.026, -0.003], [-0.045, -0.057, -0.017], [-0.010, -0.085, 0.123]]
}

=====

3.
{
  "formula": "C15H23CsN7O3Se2",
  "method": "the ωB97M-V functional and the def2-TZVPD basis",
  "molar_mass_g_mol": 640.22,
  "multiplicity": 1,
  "fmax_ev_per_a": 0.639,
  "total_charge": -1,
  "gap_ev": 5.75,
  "e_above_lowest_kj_mol": 31.1,
  "symbols": ["Cs", "O", "C", "C", "C", "O", "C", "Se", "C", "Se", "H", "H", "H", "H", "H", "H", "H", "H", "H", "H", "N", "C", "C", "N", "C", "C", "N", "C", "C", "N", "H", "H", "H", "H", "H", "H", "C", "N", "C", "C", "O", "N", "C", "N", "H", "H", "H", "H", "H", "H", "H"],
  "coordinates": [[0.996, -1.789, -0.875], [2.743, 2.386, 4.071], [3.137, 1.034, 3.996], [2.838, 0.317, 2.659], [3.706, -0.954, 2.723], [3.507, -1.897, 1.680], [1.367, -0.110, 2.600], [-0.020, 1.277, 2.857], [3.265, 1.237, 1.508], [3.268, 0.524, -0.351], [1.791, 2.399, 3.840], [2.668, 0.449, 4.802], [4.219, 1.025, 4.168], [3.488, -1.480, 3.659], [4.762, -0.650, 2.753], [3.698, -1.397, 0.858], [1.201, -0.851, 3.386], [1.199, -0.618, 1.653], [4.281, 1.585, 1.705], [2.627, 2.119, 1.519], [-1.448, -1.059, -3.736], [-0.381, -0.590, -4.445], [0.589, -1.547, -4.346], [0.148, -2.589, -3.570], [-1.075, -2.251, -3.214], [-1.952, -3.030, -2.343], [-1.575, -3.740, -1.303], [-2.724, -4.312, -0.816], [-3.800, -3.927, -1.557], [-3.293, -3.112, -2.537], [-2.235, -0.479, -3.376], [-0.391, 0.378, -4.913], [1.575, -1.545, -4.781], [-2.709, -4.948, 0.053], [-4.850, -4.145, -1.477], [-3.813, -2.609, -3.235], [-1.960, 3.557, 0.999], [-1.985, 2.606, -0.089], [-3.181, 2.017, -0.632], [-2.591, 1.094, -1.689], [-3.294, 0.414, -2.454], [-1.250, 1.115, -1.629], [-0.924, 2.002, -0.657], [0.317, 2.296, -0.305], [-2.889, 4.127, 0.976], [-1.126, 4.246, 0.862], [-1.852, 3.065, 1.966], [-3.850, 2.755, -1.080], [-3.735, 1.435, 0.111], [1.075, 1.730, -0.701], [0.441, 2.440, 0.708]],
  "forces_ev_per_a": [[-0.039, -0.081, 0.633], [-0.002, 0.003, -0.012], [-0.001, -0.008, -0.002], [0.002, -0.010, -0.004], [0.042, -0.007, -0.011], [-0.007, 0.026, 0.014], [0.021, -0.059, 0.046], [0.053, 0.014, -0.045], [-0.012, -0.016, -0.002], [0.325, 0.365, 0.104], [0.000, -0.005, 0.002], [-0.002, 0.000, -0.004], [0.003, -0.003, -0.002], [0.009, -0.004, -0.002], [-0.001, 0.004, -0.017], [-0.098, 0.000, -0.041], [0.019, -0.032, -0.018], [-0.036, 0.103, 0.036], [-0.003, 0.003, -0.002], [-0.002, 0.005, -0.002], [0.050, 0.002, -0.060], [-0.006, -0.012, 0.004], [0.001, -0.046, -0.045], [-0.123, -0.163, -0.386], [-0.128, -0.056, -0.235], [0.051, -0.029, -0.021], [-0.022, -0.089, -0.125], [-0.003, 0.069, 0.063], [-0.007, 0.012, 0.012], [-0.006, 0.060, 0.023], [-0.022, -0.004, 0.021], [-0.002, 0.000, 0.001], [0.001, -0.004, 0.007], [0.000, -0.007, -0.007], [0.000, -0.004, 0.000], [-0.002, 0.015, 0.011], [-0.038, 0.027, -0.011], [0.011, -0.044, 0.013], [0.023, 0.001, 0.006], [0.027, -0.104, 0.129], [-0.024, 0.037, -0.040], [-0.043, 0.030, -0.106], [-0.017, 0.035, 0.021], [0.063, -0.029, 0.088], [0.002, 0.028, -0.023], [0.015, -0.030, 0.018], [-0.017, 0.000, -0.015], [-0.002, 0.014, 0.011], [-0.006, -0.004, -0.015], [-0.017, -0.007, -0.001], [-0.031, 0.004, -0.009]]
}